Below is C8H16BiCl2N2O as an isolated structure at a distorted geometry, with properties calculated with the ωB97M-V functional and the def2-TZVPD basis.

```
30
Properties=species:S:1:pos:R:3
Bi 0.0483 0.5577 1.5283
Cl 2.6175 0.3749 1.3310
Cl -2.5928 0.4797 1.3306
C -0.2492 2.5419 0.6302
H -1.2238 3.0705 0.6601
H 0.5905 3.2967 0.7912
C -0.0156 -0.0664 -0.7924
C -0.0687 1.5411 -0.6419
H -0.1954 -1.1189 -0.3338
C 1.2014 2.0667 -1.2888
H -0.9984 1.5567 -1.2206
C 1.6393 1.6115 -2.6894
H 1.0853 3.1618 -1.2746
H 2.0028 1.8672 -0.5763
C 1.5646 0.0775 -2.7614
H 0.9999 2.0713 -3.4760
H 2.6800 2.0255 -2.8318
C 0.1279 -0.3057 -2.2869
H 1.6583 -0.2406 -3.8351
H 2.3841 -0.4224 -2.1528
H -0.5584 0.2417 -3.0230
H 0.0046 -1.4636 -2.3556
N -1.8053 -1.8208 3.6935
C -1.1914 -2.6803 2.8129
N -1.2754 -4.0331 3.2075
O -0.4873 -2.3154 1.8709
H -2.5169 -2.2434 4.2995
H -2.0995 -0.8748 3.2468
H -1.1555 -4.7094 2.4199
H -2.1708 -4.2476 3.7181
```

* strongest force on any atom: 2.8 eV/A
* HOMO level (spin up / spin down): -2.02 / -2.02 eV
* total charge: -1
* energy above the lowest of the compared OMol25 structures with the same formula, charge and spin: 62.0 kcal/mol
* multiplicity: 1
* frontier orbital gap (spin up / spin down): 4.89 / 4.89 eV



Below is C8H16Cl2N2RhS as an isolated structure at a distorted geometry, with properties calculated with the ωB97M-V functional and the def2-TZVPD basis.

```
30
Properties=species:S:1:pos:R:3
Rh -0.9791 0.4778 -1.3283
Cl -1.9635 1.9524 0.0952
Cl -0.1470 -0.2205 -3.3682
C -2.6193 0.2070 -2.0730
H -2.7653 -0.3693 -3.0094
H -3.5293 0.5812 -1.5688
C 1.9096 -0.1284 0.6582
C 1.4960 0.8766 -0.0734
H 1.9309 -1.1503 0.2543
C 1.4575 2.3021 0.4042
H 1.2890 0.7521 -1.1600
C 2.0455 2.4903 1.8201
H 2.0021 2.9482 -0.3010
H 0.4138 2.6488 0.3958
C 1.8066 1.2947 2.7373
H 3.1272 2.6467 1.7083
H 1.6420 3.4049 2.2718
C 2.3553 0.0085 2.0880
H 2.2931 1.4702 3.7034
H 0.7342 1.1773 2.9382
H 3.4540 0.0637 2.1361
H 2.0589 -0.8763 2.6668
N -1.4064 -2.9506 -2.2113
C -2.0719 -2.5406 -1.1422
N -3.2211 -3.1489 -0.7792
S -1.4805 -1.3033 -0.0744
H -1.6908 -3.8022 -2.7032
H -0.6638 -2.3716 -2.6206
H -3.7435 -2.7313 -0.0138
H -3.7345 -3.7090 -1.4509
```

* strongest force on any atom: 6.7 eV/A
* HOMO level (spin up / spin down): -0.60 / -4.33 eV
* <S²>: 6.0235
* total charge: -1
* energy above the lowest of the compared OMol25 structures with the same formula, charge and spin: 20.4 kcal/mol
* multiplicity: 5
* frontier orbital gap (spin up / spin down): 3.54 / 7.18 eV



Below is C8H16Cl2N2SV as an isolated structure at a distorted geometry, with properties calculated with the ωB97M-V functional and the def2-TZVPD basis.

```
30
Properties=species:S:1:pos:R:3
V -0.0029 1.3764 0.6086
Cl 0.0606 1.8879 -1.6895
Cl 0.1020 1.1585 2.8863
C 0.5091 3.1194 0.6591
H 0.5801 3.6305 1.6529
H 0.3808 3.9112 -0.1222
C -1.0075 -1.2315 0.5233
C -1.6954 -0.0851 0.6039
H -0.5463 -1.6294 1.4384
C -2.5237 0.4946 -0.5217
H -1.9894 0.2519 1.6046
C -2.8526 -0.5600 -1.5722
H -3.4431 0.9315 -0.1234
H -1.9675 1.3168 -1.0187
C -1.6783 -1.4930 -1.8838
H -3.6838 -1.1601 -1.1980
H -3.2088 -0.1162 -2.5107
C -1.0221 -2.1421 -0.6412
H -2.0144 -2.2861 -2.5627
H -0.8926 -0.9286 -2.3948
H -1.5712 -3.0734 -0.4083
H -0.0122 -2.4934 -0.9173
N 4.2105 0.5129 0.1923
C 3.1780 -0.0789 0.8012
N 3.4103 -0.7915 1.9166
S 1.6470 -0.1094 0.0477
H 5.1626 0.2336 0.3865
H 4.0329 1.0364 -0.6501
H 2.5953 -1.1016 2.4326
H 4.2424 -0.5813 2.4609
```

* strongest force on any atom: 3.3 eV/A
* HOMO level (spin up / spin down): -7.96 / -7.97 eV
* <S²>: 1.1536
* total charge: 0
* energy above the lowest of the compared OMol25 structures with the same formula, charge and spin: 0.0 kcal/mol
* multiplicity: 2
* frontier orbital gap (spin up / spin down): 7.78 / 8.02 eV



Below is a 2-piece molecular cluster, C8H16ClN2O3 overall at a distorted geometry, with properties calculated with the ωB97M-V functional and the def2-TZVPD basis.

```
30
Properties=species:S:1:pos:R:3
C 3.9537 -0.5611 0.4434
N 4.1534 0.7737 -0.1895
C 5.6231 1.0839 -0.0226
C 3.3342 1.8153 0.4218
O 3.8242 2.9697 0.5966
C 1.7994 1.5968 0.8862
N 1.0035 1.3888 -0.3466
C -0.4339 1.3268 -0.0532
C -0.9534 -0.0902 0.4890
O -1.8871 -0.6556 -0.1424
Cl -0.3234 -0.9677 1.9683
H 4.4024 -1.3341 -0.2774
H 4.3948 -0.6513 1.4955
H 2.8465 -0.8499 0.5413
H 5.8779 1.2102 1.0841
H 6.2000 0.1964 -0.4431
H 5.8805 2.0288 -0.6054
H 1.4298 2.4659 1.5346
H 1.8279 0.6653 1.5649
H -0.9774 1.5183 -1.0491
H -0.7948 2.1748 0.6533
C -5.0088 -2.3738 -1.0922
C -6.2858 -1.5668 -1.2139
O -6.6490 -1.0255 0.0511
H -5.1354 -3.1860 -0.3717
H -4.7223 -2.7996 -2.0570
H -4.1888 -1.7490 -0.7269
H -7.1075 -2.1989 -1.5582
H -6.1614 -0.7442 -1.9258
H -5.9223 -0.4609 0.3449
```

* strongest force on any atom: 5.5 eV/A
* HOMO level: -2.78 eV
* total charge: -1
* multiplicity: 1
* frontier orbital gap: 5.79 eV



Below is C8H16ClOP in the gas phase at a distorted geometry, with properties calculated with the ωB97M-V functional and the def2-TZVPD basis.

```
27
Properties=species:S:1:pos:R:3
C 1.2281 1.1050 2.1777
C 1.0783 0.2956 1.0639
C 2.2247 -0.5252 0.6185
C -0.2439 -0.1300 0.6768
C -0.4271 -1.5887 1.2443
C -0.5021 0.2067 -0.8132
C -0.4939 -0.9494 -1.7766
C 0.2473 1.3998 -1.3894
P -2.2627 0.6537 -0.7029
O -3.1200 -0.3650 -0.1911
Cl -3.1207 1.2816 -2.3941
H 2.2629 1.1146 2.5575
H 0.3727 1.6696 2.5457
H 2.2714 -0.6509 -0.5278
H 2.1355 -1.5828 1.0615
H 3.1192 -0.2699 1.1175
H -0.9242 0.3625 1.3160
H -1.5270 -1.7935 1.2505
H -0.0011 -1.4235 2.2374
H 0.0677 -2.2728 0.5681
H -1.0423 -0.7497 -2.6599
H -0.8863 -1.8367 -1.3363
H 0.5835 -1.1272 -1.9950
H 0.6744 2.0491 -0.5731
H -0.4581 1.9854 -1.9115
H 1.0766 1.2270 -2.0373
H -2.3329 1.9147 -0.1272
```

* strongest force on any atom: 4.6 eV/A
* HOMO level: -9.31 eV
* SMILES: C=C(C)[C@H](C)C(C)(C)[P@H](=O)Cl
* total charge: 0
* energy above the lowest of the compared OMol25 structures with the same formula, charge and spin: 0.0 kcal/mol
* multiplicity: 1
* frontier orbital gap: 10.00 eV



Below is C8H16CoN2O2SSe as an isolated structure, with properties calculated with the ωB97M-V functional and the def2-TZVPD basis.

```
31
Properties=species:S:1:pos:R:3
Co 0.0768 -1.0805 1.0620
N 0.3530 -4.6636 2.7835
C 0.3310 -3.6228 1.9432
O 0.3239 -2.4647 2.3936
C 0.3466 -3.8376 0.4603
C -0.1497 -2.5532 -0.2105
H 0.3603 -4.4921 3.7751
H 0.3559 -5.6065 2.4421
H -0.2036 -4.7472 0.1987
H 1.3946 -4.0278 0.2044
H -1.2196 -2.6219 -0.4254
H 0.3693 -2.3726 -1.1527
C 1.1416 3.1851 -0.1584
C -0.3255 2.8416 0.0171
S -0.8142 1.2692 -0.7173
O 0.2707 0.2701 -0.3302
C -0.3921 1.5740 -2.4410
C -1.1948 2.7062 -3.0615
H 1.3853 4.0396 0.4717
H 1.3863 3.4448 -1.1891
H 1.7628 2.3515 0.1656
H -1.0052 3.5843 -0.4069
H -0.5841 2.7181 1.0678
H -0.6034 0.6196 -2.9245
H 0.6843 1.7380 -2.4831
H -2.2635 2.5871 -2.8765
H -1.0437 2.7137 -4.1404
H -0.8861 3.6777 -2.6771
Se -1.4362 0.3263 2.5575
C 0.2510 1.0102 2.7933
N 1.3284 1.4332 2.8591
```

* strongest force on any atom: 0.1 eV/A
* HOMO level (spin up / spin down): -7.55 / -7.57 eV
* <S²>: 0.8273
* total charge: 0
* energy above the lowest of the compared OMol25 structures with the same formula, charge and spin: 0.0 kcal/mol
* multiplicity: 2
* frontier orbital gap (spin up / spin down): 8.11 / 8.13 eV



Below is C8H16CsO4S2 as an isolated structure at a distorted geometry, with properties calculated with the ωB97M-V functional and the def2-TZVPD basis.

```
31
Properties=species:S:1:pos:R:3
Cs -3.4035 -4.0636 -1.7540
C 1.1593 2.5429 -4.3684
C 1.7541 1.5949 -3.2481
C 1.2303 0.1524 -3.5493
S -0.3954 0.4347 -4.4957
O -1.4410 -0.2166 -3.7261
O -0.1571 0.0629 -5.8671
C -0.3690 2.2188 -4.2307
H 1.6671 2.2373 -5.2832
H 1.3453 3.5769 -4.0779
H 1.4065 1.8350 -2.2433
H 2.8298 1.7706 -3.2455
H 1.0164 -0.3592 -2.6109
H 1.8826 -0.4822 -4.1491
H -0.7930 2.2856 -3.2288
H -1.0596 2.5774 -4.9939
C -0.8608 -1.3523 5.3250
C -0.3850 0.0434 4.8726
C 0.1811 -0.0612 3.3602
S 0.0328 -1.8810 2.8987
O 1.2912 -2.5963 3.1862
O -0.5296 -1.9247 1.5120
C -1.1906 -2.2250 4.1274
H -1.7722 -1.2001 5.9032
H -0.0311 -1.8411 5.8358
H 0.2091 0.4903 5.6697
H -1.2111 0.7372 4.7163
H 1.2095 0.2256 3.1406
H -0.3434 0.6697 2.7448
H -1.1875 -3.3121 4.2063
H -2.0851 -1.9404 3.5733
```

* strongest force on any atom: 3.1 eV/A
* HOMO level: -12.27 eV
* total charge: +1
* energy above the lowest of the compared OMol25 structures with the same formula, charge and spin: 57.2 kcal/mol
* multiplicity: 1
* frontier orbital gap: 8.68 eV



Below is C8H16INO4 as an isolated structure at a distorted geometry, with properties calculated with the ωB97M-V functional and the def2-TZVPD basis.

```
30
Properties=species:S:1:pos:R:3
C -2.2200 -2.5293 0.4432
C 0.5246 1.3571 1.8992
C 1.8580 0.0130 0.2850
C 1.9369 2.5000 0.1295
C -1.7231 -2.7430 -0.9559
C -1.6260 -1.4611 -1.7522
C 1.0642 1.2916 0.4786
C -0.7876 0.6878 -1.1772
N -0.5868 -0.6738 -1.0372
O -1.5770 -1.9457 1.2973
O -3.4836 -3.0441 0.6465
O -1.0845 1.0773 -2.4077
O 0.0618 1.5535 -0.5967
I -3.0064 1.2016 0.2779
H 1.1960 1.0814 2.7939
H 0.0307 2.3056 2.1189
H -0.2166 0.5222 1.9109
H 1.9835 0.0525 -0.8721
H 1.4639 -0.9257 0.7244
H 2.8493 0.0684 0.7489
H 2.4079 2.2491 -0.8998
H 1.5877 3.5012 -0.0086
H 2.8288 2.5079 0.8629
H -2.5523 -3.3889 -1.4327
H -0.8208 -3.4149 -1.0466
H -1.4958 -1.5423 -2.8534
H -2.6549 -0.8743 -1.7956
H -0.4907 -1.0059 -0.0428
H -4.0213 -2.4659 1.2450
H -1.3276 2.0804 -2.4659
```

* strongest force on any atom: 4.4 eV/A
* HOMO level: -8.03 eV
* total charge: 0
* energy above the lowest of the compared OMol25 structures with the same formula, charge and spin: 0.0 kcal/mol
* multiplicity: 1
* frontier orbital gap: 8.46 eV



What is the total charge in the fourth record? -1



What is the formula in the third record? C8H16Cl2N2SV